27
Properties=species:S:1:pos:R:3 method="wB97M-V/def2-TZVPD" orbital_gap_ev="7.1065 / 6.0248" homo_ev="-4.562 / -6.026" charge=-1 spin_multiplicity=5 s2=6.02 e_tot_ev=-137892.44990 e_above_lowest_ev=0.268
Pt -2.09 -0.09 1.48
As -4.01 1.56 3.40
S -3.54 -0.61 3.13
S -5.99 1.91 2.80
S -4.39 2.09 5.40
S 0.50 -1.41 1.69
S -2.36 2.34 2.32
F -3.40 1.17 -0.92
F -4.17 -0.91 -0.56
O 1.52 -2.14 2.39
O -0.67 -2.18 1.26
O 0.01 -0.18 2.38
C 1.47 0.78 -1.59
C 2.48 0.03 -2.18
C 1.28 -0.80 0.20
C 0.87 0.37 -0.41
C 3.14 0.47 -3.46
C 2.30 -1.56 -0.36
C 2.89 -1.14 -1.54
B -3.35 0.07 -0.17
H 2.66 1.37 -3.85
H 3.69 -1.73 -1.98
H 0.09 0.98 0.03
H 4.19 0.70 -3.31
H 1.14 1.69 -2.06
H 2.63 -2.46 0.14
H 3.08 -0.30 -4.22

***

107
Properties=species:S:1:pos:R:3 method="wB97M-V/def2-TZVPD" orbital_gap_ev=6.1977 homo_ev=-9.099 charge=0 e_tot_ev=-172744.23535
Tl 1.65 -1.10 1.76
S 3.10 -2.80 4.40
S 1.94 2.02 2.91
S 2.98 -4.03 1.60
S -0.44 1.87 1.32
F 1.58 -4.70 1.67
F 1.93 -2.03 5.03
F 0.96 2.45 4.07
F 0.05 2.16 -0.08
O -3.93 -4.70 1.11
O 3.12 -4.07 5.07
O -2.34 -6.60 0.00
O 2.46 3.27 2.53
O -1.53 -2.24 -0.88
O 1.81 -0.66 -7.37
O -2.78 -1.18 -7.19
O 2.84 1.06 3.40
O 5.38 -0.82 -3.91
O -1.30 0.77 1.08
O -2.38 -4.73 3.97
O -0.43 6.94 -2.70
O 2.82 -3.24 0.43
O 0.58 -2.49 -1.08
O -3.38 6.76 2.37
O -4.03 -3.35 5.41
O 4.03 -5.00 1.87
O 4.45 -0.83 1.54
O -1.27 0.53 4.79
O -0.34 -2.12 0.93
O 0.24 -0.97 3.45
O 4.69 4.82 -2.73
O -3.01 6.65 4.83
O 2.02 -0.66 -4.86
O -2.61 -1.61 -4.70
O 1.11 7.00 -0.54
O -3.59 1.93 4.52
O 7.31 -0.47 -2.20
O -3.06 -4.54 -4.10
O 2.59 3.66 -4.25
O 2.56 -0.48 -0.19
O -4.81 -2.66 -2.96
O -3.99 2.04 2.06
O 4.18 -1.81 4.61
O -0.64 3.13 1.92
N -0.44 -2.38 -0.39
N 2.60 -2.75 2.82
N 1.04 1.23 1.79
C -4.21 -3.57 -2.26
C 3.78 -0.65 -2.07
C 3.34 5.11 -2.53
C 3.71 -0.70 -0.68
C -2.87 -5.62 -0.77
C -1.72 -0.71 4.65
C -3.46 5.62 2.82
C -0.51 -1.04 -7.48
C -3.31 5.50 4.32
C 0.86 -1.06 -5.36
C 6.22 -0.55 -1.75
C -1.08 -2.90 3.52
C -2.86 -1.19 5.09
C -3.87 3.21 2.64
C -3.13 -2.67 4.94
C -3.08 -4.43 -2.85
C -3.74 4.44 2.06
C 1.48 6.33 -1.48
C 2.89 5.68 -1.43
C 6.05 -0.58 -0.31
C -3.73 3.11 4.14
C 0.77 -0.93 -6.85
C -2.18 -3.43 4.04
C -4.65 -3.86 -1.02
C 2.33 4.68 -3.59
C 0.63 6.15 -2.68
C -2.33 -5.37 -1.97
C -0.75 -1.55 3.88
C -3.49 4.32 4.91
C -1.60 -1.31 -6.73
C 1.05 5.38 -3.72
C -1.51 -1.57 -5.25
C 5.03 -0.71 -2.64
C 4.88 -0.75 0.22
C -0.20 -1.49 -4.58
C -3.83 -4.70 -0.15
H 0.46 5.05 -4.57
H -3.14 7.28 4.11
H -2.72 -6.46 0.87
H 2.60 -0.42 -5.58
H -2.02 1.13 5.05
H 6.29 -0.52 -4.04
H 5.12 4.98 -1.84
H -5.39 -3.20 -0.58
H -0.30 -3.57 3.17
H -0.53 7.30 -1.74
H 3.35 5.68 -0.41
H -3.59 -0.56 5.60
H -3.59 4.63 1.04
H -3.22 -4.92 4.49
H -3.48 -1.36 -6.48
H 6.98 -0.66 0.23
H -0.13 -1.44 -3.50
H 5.08 -0.59 2.19
H -3.74 2.07 1.13
H -1.50 -5.94 -2.36
H -0.47 -0.97 -8.56
H -4.28 -2.35 -3.77
H 2.88 -0.70 -2.62
H -3.27 4.07 5.96

***

14
Properties=species:S:1:pos:R:3 method="wB97M-V/def2-TZVPD" orbital_gap_ev=6.9970 homo_ev=-2.550 charge=-1 e_tot_ev=-7246.55563 e_above_lowest_ev=1.049
O 1.31 -0.74 -0.84
N -1.23 0.20 1.44
N 0.49 1.44 0.12
C -0.29 1.40 1.32
C 0.52 -1.61 -1.55
H 0.48 -1.26 -2.60
H 1.02 0.22 -0.36
H 0.88 -2.62 -1.49
H 0.36 1.34 2.19
H -1.29 -0.16 0.50
H -0.96 2.24 1.25
H -0.53 -1.60 -1.22
H -0.67 -0.51 1.92
H -0.10 1.65 -0.68

***

56
Properties=species:S:1:pos:R:3 method="wB97M-V/def2-TZVPD" orbital_gap_ev=6.6995 homo_ev=-14.854 charge=+2 e_tot_ev=-224637.94537 e_above_lowest_ev=0.136
Os 0.54 0.64 1.61
Se -0.64 2.54 0.61
Se 0.75 0.80 3.83
Ge 0.16 5.57 -0.41
Si -0.31 -0.80 5.36
F 5.14 -1.37 -0.22
F 1.25 -3.78 -1.04
N -0.84 -0.75 1.09
C 1.83 -2.72 -0.48
C -0.38 6.33 1.29
C 1.68 6.44 -1.23
C -1.35 5.37 -1.62
C 1.08 -1.80 0.22
C 3.83 -1.50 -0.08
C 1.76 -0.69 0.77
C -3.05 -1.62 1.04
C -1.24 -2.86 0.08
C -2.15 -0.63 1.37
C -1.21 1.86 -1.12
C 0.70 -0.49 6.86
C 3.13 -0.54 0.64
C -2.59 -2.75 0.38
C 0.81 3.71 0.05
C -0.37 -1.84 0.44
C -2.08 -0.27 5.49
C -0.04 -2.44 4.56
C 3.20 -2.59 -0.64
H 3.76 -3.34 -1.19
H 1.76 -0.71 6.69
H -2.00 1.14 -0.95
H -1.12 5.71 1.79
H -0.61 -2.54 3.64
H -2.18 4.82 -1.16
H -2.61 -0.41 4.56
H -2.57 -0.89 6.25
H -3.27 -3.54 0.11
H 0.60 0.53 7.22
H 3.67 0.30 1.07
H 1.32 3.21 -0.77
H -1.06 4.88 -2.55
H 1.42 7.47 -1.49
H 1.98 5.93 -2.15
H -1.73 6.36 -1.88
H -4.10 -1.49 1.28
H -0.82 7.31 1.14
H -0.37 -3.23 5.24
H -2.45 0.28 1.87
H -1.59 2.71 -1.67
H 2.53 6.47 -0.55
H 1.02 -2.60 4.35
H -0.36 1.41 -1.63
H -2.16 0.77 5.80
H -0.86 -3.73 -0.43
H 0.35 -1.15 7.66
H 1.49 3.76 0.91
H 0.48 6.45 1.96